One molecule with the formula C8H11N2OP, computed with ωB97M-V with the def2-TZVPD basis set.

The geometry in XYZ format:
```
23
Properties=species:S:1:pos:R:3:lowdin_charge:R:1
C 4.961 0.196 0.428 0.09
C 4.062 0.684 -0.211 -0.29
C 2.903 1.161 -0.932 -0.24
P 1.393 0.203 0.356 1.02
N 1.866 -1.383 0.373 -0.22
C -0.314 -0.263 -0.142 -0.33
C -1.018 -1.389 -0.108 -0.08
C -2.461 -1.042 0.013 -0.16
N -2.443 0.428 0.014 -0.08
C -3.697 1.177 0.298 0.02
C -1.175 0.898 0.034 -0.56
O -0.821 2.054 0.103 0.04
H 5.658 -0.476 0.789 0.00
H 2.583 2.152 -0.770 0.03
H 2.958 0.700 -1.895 0.05
H 1.199 -1.999 -0.109 0.02
H 2.790 -1.641 0.525 0.00
H -0.759 -2.515 -0.126 0.14
H -3.148 -1.402 -0.783 0.13
H -2.785 -1.564 1.034 0.17
H -4.242 1.306 -0.603 0.08
H -4.210 0.659 1.019 0.06
H -3.304 2.057 0.695 0.07
```

Output
Total energy ... -22786.958 eV
F_max ... 3.63 eV/A
2S+1 ... 1
HOMO ... -7.50 eV
E_LUMO ... 0.01053 Eh
Orbital gap ... 0.28632 Ha